This record from the Open Molecules 2025 dataset describes a molecular structure, C36H108N19O9P6Ti at a distorted geometry. The level of theory is ωB97M-V/def2-TZVPD.

Results
E ... -6051.5635 Eh
Gap between HOMO and LUMO (alpha / beta) ... 0.13629 / 0.30167 Eh
Spin multiplicity ... 4
⟨S²⟩ ... 3.75

Element x y z (Å)
Ti: 1.232 1.038 0.287
N: 0.133 3.811 0.534
O: 1.268 3.358 0.759
O: -0.677 3.091 -0.087
O: -0.120 4.971 0.720
O: 0.207 -0.627 1.274
P: -0.360 -1.385 2.397
N: -1.980 -1.425 2.356
C: -2.811 -2.387 3.031
C: -2.646 -0.139 1.913
N: -0.025 -0.782 3.987
C: -0.306 -1.472 5.256
C: 0.214 0.697 4.147
N: 0.153 -3.024 2.447
C: -0.041 -3.888 1.268
C: 1.511 -3.287 2.920
H: -2.355 -3.375 3.097
H: -3.757 -2.522 2.506
H: -3.065 -2.092 4.049
H: -2.462 0.699 2.586
H: -3.718 -0.282 1.780
H: -2.056 0.091 1.026
H: 0.584 -1.583 5.875
H: -1.017 -0.931 5.880
H: -0.679 -2.456 4.972
H: 0.801 0.909 5.041
H: 0.629 1.125 3.234
H: -0.693 1.294 4.237
H: 0.692 -3.547 0.537
H: 0.002 -4.968 1.408
H: -1.029 -3.680 0.857
H: 1.813 -2.558 3.672
H: 2.251 -3.249 2.121
H: 1.635 -4.232 3.450
O: 0.321 -6.839 -2.140
P: 0.157 -5.505 -2.720
N: 1.505 -4.530 -2.504
C: 2.390 -4.739 -1.427
C: 1.954 -3.558 -3.450
N: -1.190 -4.492 -2.148
C: -1.374 -3.098 -2.554
C: -2.205 -5.083 -1.339
N: -0.059 -5.463 -4.440
C: -1.438 -5.527 -4.997
C: 0.940 -6.163 -5.268
H: 1.858 -5.113 -0.552
H: 2.699 -3.750 -1.090
H: 3.130 -5.487 -1.711
H: 1.189 -3.157 -4.114
H: 2.710 -4.057 -4.055
H: 2.491 -2.730 -2.988
H: -0.855 -2.432 -1.864
H: -1.004 -3.111 -3.579
H: -2.422 -2.829 -2.425
H: -2.622 -4.389 -0.609
H: -3.057 -5.306 -1.980
H: -1.916 -5.958 -0.756
H: -1.649 -6.596 -5.037
H: -2.148 -5.172 -4.250
H: -1.516 -5.041 -5.969
H: 0.732 -5.868 -6.296
H: 0.777 -7.241 -5.277
H: 1.950 -5.821 -5.039
O: 2.931 0.356 1.737
P: 4.371 0.236 2.104
N: 4.645 -0.228 3.701
C: 4.480 0.772 4.777
C: 4.331 -1.560 4.207
N: 5.368 1.665 2.027
C: 4.761 2.988 1.804
C: 6.785 1.767 2.449
N: 5.235 -0.911 1.208
C: 4.559 -1.620 0.120
C: 6.677 -1.158 1.387
H: 5.167 0.597 5.604
H: 3.450 0.637 5.108
H: 4.797 1.763 4.452
H: 4.265 -2.239 3.357
H: 3.306 -1.542 4.577
H: 5.012 -1.809 5.020
H: 4.540 3.161 0.750
H: 3.845 3.146 2.373
H: 5.456 3.774 2.098
H: 7.388 2.106 1.607
H: 6.919 2.570 3.175
H: 7.173 0.847 2.885
H: 5.003 -1.295 -0.820
H: 4.744 -2.694 0.140
H: 3.485 -1.444 0.070
H: 6.855 -1.119 2.461
H: 7.341 -0.390 0.992
H: 6.983 -2.094 0.919
O: 1.534 0.798 -2.033
P: 2.018 1.391 -3.323
N: 2.503 0.175 -4.476
C: 1.622 -0.481 -5.417
C: 3.868 -0.406 -4.221
N: 3.196 2.573 -3.195
C: 3.992 3.087 -4.332
C: 3.799 2.823 -1.844
N: 0.803 2.274 -4.145
C: 1.037 2.913 -5.452
C: -0.246 2.901 -3.402
H: 1.400 0.336 -6.102
H: 0.749 -0.761 -4.827
H: 2.055 -1.367 -5.881
H: 4.102 -1.238 -4.886
H: 3.926 -0.798 -3.206
H: 4.648 0.339 -4.378
H: 4.152 4.163 -4.268
H: 5.026 2.757 -4.236
H: 3.705 2.719 -5.317
H: 4.449 3.698 -1.857
H: 3.012 3.030 -1.118
H: 4.476 2.010 -1.580
H: 0.162 3.038 -6.090
H: 1.528 3.845 -5.171
H: 1.791 2.350 -6.001
H: 0.127 3.770 -2.859
H: -0.470 2.195 -2.602
H: -1.099 3.244 -3.987
O: -4.276 2.676 5.688
P: -3.168 3.631 6.141
N: -3.739 5.238 6.432
C: -4.811 5.820 5.544
C: -2.797 6.227 6.877
N: -1.941 3.943 4.982
C: -2.294 4.147 3.561
C: -0.571 4.310 5.289
N: -2.306 3.107 7.524
C: -1.452 1.864 7.519
C: -2.720 3.493 8.937
H: -5.505 5.019 5.289
H: -4.431 6.266 4.625
H: -5.385 6.578 6.077
H: -1.938 6.329 6.214
H: -2.456 5.931 7.869
H: -3.269 7.195 7.041
H: -2.013 3.265 2.984
H: -3.363 4.350 3.489
H: -1.938 5.056 3.077
H: -0.025 3.589 5.898
H: 0.021 4.324 4.374
H: -0.497 5.201 5.912
H: -1.426 1.287 8.443
H: -1.742 1.158 6.739
H: -0.435 2.058 7.180
H: -1.767 3.555 9.462
H: -3.435 2.812 9.398
H: -3.134 4.500 8.990
O: -4.885 -1.526 -2.650
P: -4.614 -0.813 -3.913
N: -3.130 0.018 -3.873
C: -2.441 0.386 -5.114
C: -2.480 0.409 -2.577
N: -5.780 0.474 -4.346
C: -7.209 0.280 -4.607
C: -5.393 1.879 -4.026
N: -4.666 -1.834 -5.378
C: -4.154 -3.133 -5.375
C: -5.054 -1.290 -6.705
H: -2.385 -0.512 -5.731
H: -1.404 0.630 -4.886
H: -3.006 1.213 -5.543
H: -3.141 0.141 -1.753
H: -2.292 1.482 -2.550
H: -1.585 -0.213 -2.539
H: -7.791 1.010 -4.044
H: -7.442 0.478 -5.653
H: -7.411 -0.765 -4.372
H: -4.531 2.157 -4.631
H: -6.246 2.538 -4.190
H: -5.193 2.039 -2.966
H: -4.375 -3.591 -4.411
H: -4.536 -3.697 -6.226
H: -3.068 -3.101 -5.465
H: -5.951 -1.757 -7.111
H: -4.194 -1.401 -7.365
H: -5.246 -0.222 -6.601

Here are the Löwdin charges for atoms 1 to 2, given in e: 0.627 -0.640